A cluster of 2 separate species, C2H5NOS in total, computed with the ωB97M-V functional and the def2-TZVPD basis.

```
! wB97M-V def2-TZVPD RIJCOSX def2/J DEFGRID3
* xyz 0 1
C -0.83098 -1.05124 -0.50937
C -0.23276 1.38438 0.43999
N 2.83285 -0.07811 0.82133
O 2.44671 -0.29652 -0.26419
S 0.28503 0.33707 -0.82003
H -1.82307 -0.78130 -0.74555
H -1.03885 -1.10511 0.62045
H -0.47044 -2.05017 -0.89776
H 0.01671 2.45793 0.26222
H -1.18520 1.18305 1.09291
*
```

Computed properties:
E_HOMO (spin up / spin down) in eV: -6.5 / -6.5

A cluster of 4 separate species, C2H5NOS in total, computed with the ωB97M-V functional and the def2-TZVPD basis.

```
! wB97M-V def2-TZVPD RIJCOSX def2/J DEFGRID3
* xyz 0 1
C -0.46371 1.14814 0.03757
C -0.43431 -0.27411 -0.00823
H -2.02259 1.67880 -0.12473
H -0.02666 1.75098 1.35578
H 0.68743 1.31290 -0.84614
H 1.59812 0.26919 -0.03971
H 0.29422 -2.22948 -0.27227
N 0.81013 -0.55035 -0.31561
O 1.24611 -1.75480 0.22329
S -1.68873 -1.35126 -0.00994
*
```

Computed properties:
E_HOMO in eV: -9.2

A structure of composition C2H5NOS, computed with the ωB97M-V functional and the def2-TZVPD basis.

```
! wB97M-V def2-TZVPD RIJCOSX def2/J DEFGRID3
* xyz 0 1
C -1.37829 0.08358 0.28444
C -0.11838 0.64907 -0.34104
H -1.64019 -0.92426 -0.13402
H -1.96664 1.08557 0.00777
H -1.26044 -0.01997 1.20202
H 1.28916 -0.10370 -1.52441
H 2.60808 -0.53557 1.43655
N 0.93189 -0.36050 -0.50559
O 0.10004 1.66416 -1.09071
S 1.43476 -1.53838 0.66499
*
```

Computed properties:
E_HOMO in eV: -9.7

A cluster of 2 separate species, C2H5NOS in total, computed with the ωB97M-V functional and the def2-TZVPD basis.

```
! wB97M-V def2-TZVPD RIJCOSX def2/J DEFGRID3
* xyz 0 3
C 1.19851 -0.36157 0.04668
C 0.71926 -1.78718 -0.33503
N -0.17301 1.68513 1.08112
O -0.34625 -2.08619 0.09148
S 2.69089 0.21977 -0.41813
H 1.46058 -2.55786 -0.83559
H 0.41275 0.06091 0.81946
H -0.13299 2.32577 1.85601
H 0.55084 1.79534 0.40044
H -1.02133 2.03080 0.60883
*
```

Computed properties:
E_HOMO (spin up / spin down) in eV: -7.5 / -9.6
<S²>: 2.01

An isolated molecule of C2H5NOS2, computed with the ωB97M-V functional and the def2-TZVPD basis.

```
! wB97M-V def2-TZVPD RIJCOSX def2/J DEFGRID3
* xyz 0 1
C -1.30345 0.85546 -0.82620
C -0.02341 -0.84988 0.30305
H -1.28718 1.61216 -0.02236
H -0.52847 1.04369 -1.57955
H -2.28198 0.88742 -1.30067
H 0.86141 0.98425 -0.03065
H 2.22331 -1.51988 1.35688
N 0.95111 0.06205 0.39402
O -1.15245 -0.46356 -0.30803
S 0.07157 -2.41813 0.84835
S 2.46954 -0.19360 1.16517
*
```

Computed properties:
E_HOMO in eV: -8.6
SMILES: COC(=S)NS

An isolated molecule of C2H5NOS2, computed with the ωB97M-V functional and the def2-TZVPD basis.

```
! wB97M-V def2-TZVPD RIJCOSX def2/J DEFGRID3
* xyz 0 1
C -1.25633 0.89265 0.22288
C 0.99986 0.23802 -0.50320
N -0.33257 0.00862 -0.07855
O -1.19986 2.10187 0.07703
S 2.10932 0.03119 0.83939
S -0.64087 -1.72462 0.23104
H -2.06784 0.44927 0.72088
H 1.25890 -0.44148 -1.42118
H 1.19133 1.15368 -0.98184
H 1.90417 -1.26203 0.78188
H -1.96610 -1.44718 0.11169
*
```

Computed properties:
E_HOMO in eV: -9.3
SMILES: O=CN(S)CS

An isolated molecule of C2H5NP2, computed with the ωB97M-V functional and the def2-TZVPD basis.

```
! wB97M-V def2-TZVPD RIJCOSX def2/J DEFGRID3
* xyz 0 1
C 2.24666 -1.34870 2.14543
C 0.66587 1.20216 -0.04979
N 3.34463 -1.06205 2.27473
P 0.54080 -1.71338 1.69701
P -0.58027 -0.01642 0.59196
H 0.84477 0.91639 -1.07111
H 1.55534 0.89274 0.37466
H 0.28540 2.18130 0.37196
H -0.83089 -0.90915 -0.69148
H 0.12166 -1.41666 2.96992
*
```

Computed properties:
E_HOMO in eV: -9.2
SMILES: C[PH]#[PH]C#N

An isolated molecule of C2H5NS, computed with the ωB97M-V functional and the def2-TZVPD basis.

```
! wB97M-V def2-TZVPD RIJCOSX def2/J DEFGRID3
* xyz 0 1
C -0.79846 -0.75435 -0.01163
C 1.19569 0.82607 0.07827
H -1.93553 -0.72483 0.37356
H -0.41347 -1.10544 0.88088
H -0.84332 -1.43222 -0.90074
H -0.91491 1.24267 -0.27755
H 1.38879 1.86682 0.15965
N -0.10500 0.50641 -0.22563
S 2.42620 -0.42515 -0.07681
*
```

Computed properties:
E_HOMO in eV: -8.3
SMILES: CNC=S

A structure of composition C2H5NS, computed with the ωB97M-V functional and the def2-TZVPD basis.

```
! wB97M-V def2-TZVPD RIJCOSX def2/J DEFGRID3
* xyz 0 1
C -0.36246 0.40066 0.62076
C 0.16286 -1.19528 -0.38574
N -0.33365 1.73923 0.07142
S 0.96924 1.43643 1.18008
H -1.19187 0.15257 1.17906
H 1.23865 -1.43842 -0.26968
H 0.06867 -1.05579 -1.46061
H -0.54985 -1.87122 0.04757
H -0.00158 1.83183 -0.98287
*
```

Computed properties:
E_HOMO in eV: -8.4

A cluster of 2 separate species, C2H5NS in total, computed with the ωB97M-V functional and the def2-TZVPD basis.

```
! wB97M-V def2-TZVPD RIJCOSX def2/J DEFGRID3
* xyz 0 1
C -0.58412 -0.67340 0.11843
C 1.42694 0.29780 0.15542
N -1.56479 -0.12419 -0.80171
S -1.84481 0.20325 0.93812
H -0.67008 -1.67281 0.24470
H 1.99170 -0.34236 0.80937
H 1.04933 1.13122 0.65754
H 1.71542 0.34793 -0.93850
H -1.51960 0.83257 -1.18338
*
```

Computed properties:
E_HOMO in eV: -8.4

A cluster of 2 separate species, C2H5NS in total, computed with the ωB97M-V functional and the def2-TZVPD basis.

```
! wB97M-V def2-TZVPD RIJCOSX def2/J DEFGRID3
* xyz 0 3
C -0.15793 0.98148 2.32961
C 0.64530 1.01814 1.45811
N -0.44274 -0.89323 -1.00931
S 0.50333 -1.46792 -2.35060
H -0.99341 1.13182 3.01125
H 1.06913 -0.20827 -2.45740
H 1.46407 1.25758 0.83900
H -0.91686 -1.71708 -0.66686
H -1.17090 -0.10253 -1.15380
*
```

Computed properties:
E_HOMO (spin up / spin down) in eV: -5.0 / -10.6
<S²>: 2.01

A structure of composition C2H5NS2, computed with the ωB97M-V functional and the def2-TZVPD basis.

```
! wB97M-V def2-TZVPD RIJCOSX def2/J DEFGRID3
* xyz 0 1
C 0.13379 -0.38492 0.69619
C -0.65514 0.93402 0.18043
H 1.21296 -2.20656 0.30838
H -0.16369 -1.71782 -1.01904
H -1.73827 0.82127 0.34433
H -0.19673 1.71893 0.68263
H 0.86227 1.40231 -1.65932
N 0.10332 -1.55068 0.02459
S 0.90135 -0.39035 2.11638
S -0.45985 1.37381 -1.67457
*
```

Computed properties:
E_HOMO in eV: -8.6

| no. | maximum force (eV/A) |
| --- | --- |
| 1 | 2.792 |
| 2 | 6.194 |
| 3 | 9.866 |
| 4 | 3.155 |
| 5 | 0.620 |
| 6 | 3.132 |
| 7 | 2.487 |
| 8 | 4.790 |
| 9 | 5.779 |
| 10 | 6.402 |
| 11 | 2.628 |
| 12 | 5.798 |